Entry 1:
{
  "formula": "C5H9NO",
  "method": "ωB97M-V/def2-TZVPD",
  "smiles": "CC1(C)NCC1=O",
  "orbital_gap_ev": 10.40,
  "e_above_lowest_kj_mol": 157.9,
  "homo_ev": -9.49,
  "species": ["C", "C", "C", "N", "C", "C", "O", "H", "H", "H", "H", "H", "H", "H", "H", "H"],
  "positions_angstrom": [[1.326, -0.857, 0.070], [0.217, 0.188, -0.103], [0.669, 1.613, -0.413], [-0.912, -0.261, -0.965], [-1.754, -0.648, 0.186], [-0.729, 0.039, 1.090], [-0.666, 0.342, 2.250], [2.186, -0.436, 0.599], [1.666, -1.260, -0.889], [0.956, -1.697, 0.670], [0.887, 1.731, -1.481], [1.554, 1.895, 0.169], [-0.138, 2.314, -0.166], [-0.667, -1.031, -1.582], [-2.755, -0.202, 0.189], [-1.840, -1.727, 0.375]],
  "nbo_charge": [-0.617, -0.007, -0.607, -0.614, -0.350, 0.613, -0.512, 0.226, 0.213, 0.213, 0.221, 0.215, 0.220, 0.360, 0.216, 0.207]
}


Entry 2:
{
  "formula": "C5H9NO",
  "method": "ωB97M-V/def2-TZVPD",
  "smiles": "C[C@H]1C[C@H]1/C=N\\O",
  "orbital_gap_ev": 10.29,
  "e_above_lowest_kj_mol": 316.3,
  "homo_ev": -9.19,
  "species": ["C", "C", "C", "C", "C", "N", "O", "H", "H", "H", "H", "H", "H", "H", "H", "H"],
  "positions_angstrom": [[-1.551, -1.052, -0.180], [-0.665, -0.018, -0.856], [-0.845, 1.398, -0.421], [0.445, 0.696, -0.092], [0.819, -0.005, 1.146], [1.923, -0.617, 1.336], [2.822, -0.417, 0.290], [-2.487, -1.127, -0.745], [-1.827, -0.758, 0.840], [-1.103, -2.051, -0.126], [-0.443, -0.231, -1.896], [-0.756, 2.163, -1.188], [-1.597, 1.608, 0.335], [1.303, 1.075, -0.638], [0.082, -0.177, 1.924], [3.588, -0.930, 0.576]],
  "nbo_charge": [-0.613, -0.199, -0.403, -0.315, 0.046, -0.142, -0.586, 0.217, 0.204, 0.217, 0.217, 0.222, 0.214, 0.248, 0.195, 0.478]
}


Entry 3:
{
  "formula": "C5H9NO",
  "method": "ωB97M-V/def2-TZVPD",
  "orbital_gap_ev": [8.83, 8.83],
  "e_above_lowest_kj_mol": 640.9,
  "homo_ev": [-9.37, -9.37],
  "species": ["C", "C", "C", "C", "O", "C", "N", "H", "H", "H", "H", "H", "H", "H", "H", "H"],
  "positions_angstrom": [[-1.973, -0.193, 0.344], [-0.850, -0.092, -0.686], [0.037, 1.158, -0.538], [1.088, 0.562, 0.406], [2.417, -1.085, 0.343], [0.275, -1.030, -0.387], [0.880, -2.059, -0.455], [-2.724, 0.579, 0.145], [-1.593, -0.046, 1.361], [-2.460, -1.172, 0.302], [-1.247, -0.261, -1.692], [0.494, 1.411, -1.499], [-0.454, 2.060, -0.143], [0.732, 0.394, 1.421], [2.055, 1.054, 0.399], [3.323, -1.280, 0.681]],
  "nbo_charge": [-0.594, -0.271, -0.436, -0.172, -0.799, 0.197, -0.120, 0.217, 0.212, 0.225, 0.235, 0.220, 0.213, 0.206, 0.225, 0.442]
}


Entry 4:
{
  "formula": "C5H9NO",
  "method": "ωB97M-V/def2-TZVPD",
  "smiles": "C=CC#N.[H][H].CC=O",
  "orbital_gap_ev": 10.57,
  "e_above_lowest_kj_mol": 291.3,
  "homo_ev": -10.06,
  "species": ["C", "C", "C", "N", "H", "H", "H", "H", "H", "C", "C", "O", "H", "H", "H", "H"],
  "positions_angstrom": [[2.574, 0.330, -0.065], [1.568, 0.911, 0.583], [0.643, 1.796, -0.071], [-0.132, 2.490, -0.581], [3.232, -0.359, 0.454], [2.761, 0.508, -1.120], [1.362, 0.708, 1.629], [0.607, -2.130, -0.165], [1.024, -2.527, -0.639], [-2.112, -0.277, -0.633], [-1.725, -0.229, 0.815], [-0.799, -0.835, 1.309], [-2.042, 0.735, -1.048], [-3.155, -0.602, -0.728], [-1.456, -0.951, -1.189], [-2.350, 0.431, 1.450]],
  "nbo_charge": [-0.282, -0.326, 0.267, -0.334, 0.211, 0.209, 0.254, 0.021, -0.029, -0.735, 0.456, -0.547, 0.258, 0.235, 0.232, 0.110]
}


Entry 5:
{
  "formula": "C5H9NO",
  "method": "ωB97M-V/def2-TZVPD",
  "smiles": "CC1(C)CNC1=O",
  "orbital_gap_ev": 10.49,
  "e_above_lowest_kj_mol": 88.4,
  "homo_ev": -9.63,
  "species": ["C", "C", "C", "C", "N", "C", "O", "H", "H", "H", "H", "H", "H", "H", "H", "H"],
  "positions_angstrom": [[1.382, 0.733, -0.028], [0.111, -0.102, 0.130], [0.369, -1.270, 1.077], [-1.115, 0.889, 0.157], [-1.332, 0.537, -1.251], [-0.523, -0.571, -1.194], [-0.455, -1.578, -1.855], [2.236, 0.119, -0.330], [1.620, 1.204, 0.936], [1.232, 1.524, -0.769], [0.703, -0.957, 2.072], [1.182, -1.858, 0.629], [-0.484, -1.946, 1.177], [-1.953, 0.601, 0.805], [-0.861, 1.947, 0.305], [-2.114, 0.729, -1.861]],
  "nbo_charge": [-0.595, -0.141, -0.608, -0.201, -0.634, 0.685, -0.588, 0.218, 0.209, 0.215, 0.211, 0.228, 0.220, 0.191, 0.188, 0.401]
}


Entry 6:
{
  "formula": "C5H9NO",
  "method": "ωB97M-V/def2-TZVPD",
  "orbital_gap_ev": 9.70,
  "e_above_lowest_kj_mol": 380.5,
  "homo_ev": -9.38,
  "species": ["C", "C", "C", "C", "C", "N", "O", "H", "H", "H", "H", "H", "H", "H", "H", "H"],
  "positions_angstrom": [[2.389, -0.692, -1.114], [0.119, 0.004, -0.917], [0.065, -1.028, 0.154], [-0.570, 1.379, -0.697], [-0.547, -0.766, 1.523], [1.505, 0.096, -0.469], [2.268, -1.853, -1.514], [3.276, -0.195, -1.115], [-0.037, -0.470, -1.985], [0.401, -2.072, -0.095], [-1.361, 1.478, -1.456], [0.193, 2.072, -0.821], [-1.016, 1.394, 0.195], [-0.449, 0.135, 1.982], [-0.574, -1.551, 2.234], [-1.687, -0.672, 1.234]],
  "nbo_charge": [0.509, -0.113, 0.065, -0.600, -0.663, -0.516, -0.607, 0.120, 0.210, 0.257, 0.209, 0.231, 0.199, 0.238, 0.233, 0.226]
}


Entry 7:
{
  "formula": "C5H9NO",
  "method": "ωB97M-V/def2-TZVPD",
  "smiles": "C=C/C(N)=C(/C)O",
  "orbital_gap_ev": 7.77,
  "e_above_lowest_kj_mol": 337.7,
  "homo_ev": -6.91,
  "species": ["C", "C", "C", "N", "C", "C", "O", "H", "H", "H", "H", "H", "H", "H", "H", "H"],
  "positions_angstrom": [[-1.002, -1.201, 1.441], [-0.630, -1.728, 0.271], [-0.393, -0.430, -0.414], [-1.460, 0.243, -0.995], [0.801, 0.148, -0.207], [1.083, 1.545, -0.667], [1.867, -0.629, 0.243], [-1.624, -0.318, 1.458], [-0.831, -1.637, 2.418], [-0.002, -2.589, 0.147], [-2.324, -0.275, -0.948], [-1.576, 1.208, -0.721], [0.940, 1.635, -1.744], [0.409, 2.253, -0.183], [2.105, 1.836, -0.430], [2.638, -0.060, 0.332]],
  "nbo_charge": [-0.289, -0.271, 0.082, -0.823, 0.193, -0.663, -0.694, 0.179, 0.188, 0.228, 0.381, 0.372, 0.229, 0.206, 0.208, 0.474]
}


Entry 8:
{
  "formula": "C5H9NO",
  "method": "ωB97M-V/def2-TZVPD",
  "smiles": "CC1=C([O-])C[N@@H+]1C",
  "orbital_gap_ev": 7.69,
  "e_above_lowest_kj_mol": 300.7,
  "homo_ev": -7.21,
  "species": ["C", "C", "C", "O", "C", "N", "C", "H", "H", "H", "H", "H", "H", "H", "H", "H"],
  "positions_angstrom": [[0.762, 1.873, -0.263], [-0.119, 0.794, 0.246], [-1.029, 0.514, 1.260], [-1.514, 1.029, 2.259], [-1.294, -0.891, 0.629], [-0.299, -0.512, -0.452], [0.904, -1.370, -0.617], [1.795, 1.538, -0.452], [0.818, 2.653, 0.503], [0.395, 2.348, -1.187], [-2.288, -1.064, 0.205], [-0.956, -1.770, 1.184], [-0.772, -0.441, -1.358], [1.650, -1.025, 0.099], [1.293, -1.263, -1.632], [0.653, -2.414, -0.423]],
  "nbo_charge": [-0.652, -0.170, 0.446, -0.667, -0.280, -0.350, -0.419, 0.198, 0.252, 0.197, 0.202, 0.201, 0.387, 0.231, 0.212, 0.213]
}


Entry 9:
{
  "formula": "C5H9NO",
  "method": "ωB97M-V/def2-TZVPD",
  "orbital_gap_ev": 8.07,
  "e_above_lowest_kj_mol": 457.6,
  "homo_ev": -7.26,
  "species": ["C", "N", "C", "C", "C", "O", "C", "H", "H", "H", "H", "H", "H", "H", "H", "H"],
  "positions_angstrom": [[0.996, 0.471, -1.465], [0.261, 0.180, -0.231], [0.795, -0.887, 0.642], [-0.453, -1.176, -0.116], [-2.308, -1.031, 1.850], [-3.071, -1.844, 1.607], [-0.391, 1.349, 0.391], [1.720, 1.279, -1.316], [0.275, 0.767, -2.235], [1.505, -0.440, -1.789], [1.803, -1.203, 0.356], [0.709, -0.653, 1.706], [-0.198, -1.714, -1.040], [-1.471, 1.211, 0.357], [-0.067, 1.436, 1.431], [-0.105, 2.254, -0.146]],
  "nbo_charge": [-0.397, -0.268, -0.261, -0.411, 0.475, -0.534, -0.395, 0.200, 0.210, 0.219, 0.183, 0.190, 0.144, 0.234, 0.214, 0.201]
}


Entry 10:
{
  "formula": "C5H9NO",
  "method": "ωB97M-V/def2-TZVPD",
  "orbital_gap_ev": [8.38, 8.38],
  "e_above_lowest_kj_mol": 463.4,
  "homo_ev": [-7.98, -7.99],
  "species": ["C", "C", "C", "N", "C", "C", "O", "H", "H", "H", "H", "H", "H", "H", "H", "H"],
  "positions_angstrom": [[-0.418, -0.619, -2.076], [-0.139, 0.074, -0.782], [1.151, 0.454, -0.092], [0.249, 0.952, 0.974], [0.187, 0.312, 2.125], [-0.922, 0.916, 0.050], [-2.042, 1.309, 0.272], [-0.078, -0.019, -2.930], [-1.494, -0.783, -2.188], [0.082, -1.593, -2.131], [-0.328, -1.111, 0.430], [1.785, -0.379, 0.247], [1.764, 1.251, -0.521], [-0.174, -1.201, 1.290], [1.105, 0.032, 2.634], [-0.731, 0.404, 2.699]],
  "nbo_charge": [-0.634, -0.210, -0.222, -0.343, -0.112, 0.598, -0.606, 0.217, 0.236, 0.216, 0.079, 0.187, 0.203, -0.048, 0.211, 0.229]
}


Entry 11:
{
  "formula": "C5H9NO",
  "method": "ωB97M-V/def2-TZVPD",
  "smiles": "CC1(C)CN1C=O",
  "orbital_gap_ev": 10.62,
  "e_above_lowest_kj_mol": 153.3,
  "homo_ev": -9.74,
  "species": ["C", "C", "C", "C", "N", "C", "O", "H", "H", "H", "H", "H", "H", "H", "H", "H"],
  "positions_angstrom": [[0.806, 1.150, 0.590], [0.342, -0.163, -0.005], [1.358, -0.885, -0.861], [-0.649, -0.976, 0.759], [-1.051, -0.302, -0.447], [-2.077, 0.629, -0.392], [-2.959, 0.610, 0.439], [1.123, 1.847, -0.195], [1.667, 0.980, 1.247], [0.016, 1.626, 1.180], [2.243, -1.135, -0.265], [0.932, -1.812, -1.253], [1.681, -0.267, -1.705], [-0.637, -2.060, 0.692], [-1.040, -0.566, 1.688], [-2.081, 1.338, -1.239]],
  "nbo_charge": [-0.627, 0.125, -0.610, -0.246, -0.460, 0.534, -0.569, 0.215, 0.223, 0.222, 0.215, 0.223, 0.214, 0.205, 0.214, 0.121]
}


Entry 12:
{
  "formula": "C5H9NO",
  "method": "ωB97M-V/def2-TZVPD",
  "smiles": "CC(=O)[C@@H]1CN1C",
  "orbital_gap_ev": 9.37,
  "e_above_lowest_kj_mol": 260.3,
  "homo_ev": -8.52,
  "species": ["C", "C", "O", "C", "C", "N", "C", "H", "H", "H", "H", "H", "H", "H", "H", "H"],
  "positions_angstrom": [[-1.384, 1.081, 1.023], [-1.451, -0.372, 0.628], [-2.480, -1.014, 0.668], [-0.169, -1.014, 0.164], [1.190, -0.607, 0.739], [0.748, -0.211, -0.520], [1.126, 0.199, -1.832], [-2.359, 1.549, 0.871], [-1.132, 1.130, 2.089], [-0.605, 1.601, 0.461], [-0.307, -2.065, -0.106], [1.911, -1.420, 0.888], [1.258, 0.182, 1.492], [2.182, -0.009, -2.036], [0.959, 1.280, -1.943], [0.513, -0.310, -2.586]],
  "nbo_charge": [-0.732, 0.575, -0.539, -0.140, -0.186, -0.445, -0.389, 0.240, 0.238, 0.232, 0.196, 0.182, 0.179, 0.198, 0.186, 0.206]
}


Entry 13:
{
  "formula": "C5H9NO",
  "method": "ωB97M-V/def2-TZVPD",
  "smiles": "C=CC[C@@H](N)C=O",
  "orbital_gap_ev": 10.14,
  "e_above_lowest_kj_mol": 288.6,
  "homo_ev": -9.13,
  "species": ["C", "C", "C", "C", "N", "C", "O", "H", "H", "H", "H", "H", "H", "H", "H", "H"],
  "positions_angstrom": [[1.537, -0.319, -1.902], [0.625, -0.903, -1.144], [-0.490, -0.094, -0.457], [-0.120, 0.602, 0.876], [-0.998, 1.721, 1.118], [-0.280, -0.760, 1.478], [0.586, -1.573, 1.622], [2.279, -0.914, -2.417], [1.459, 0.741, -2.122], [0.787, -1.914, -0.791], [-0.655, 0.651, -1.240], [-1.303, -0.806, -0.606], [0.904, 0.961, 0.855], [-1.143, 1.840, 2.113], [-1.905, 1.644, 0.671], [-1.283, -0.878, 1.945]],
  "nbo_charge": [-0.391, -0.164, -0.494, -0.153, -0.818, 0.422, -0.541, 0.204, 0.187, 0.213, 0.236, 0.242, 0.219, 0.365, 0.367, 0.107]
}


Entry 14:
{
  "formula": "C5H9NO",
  "method": "ωB97M-V/def2-TZVPD",
  "orbital_gap_ev": 10.63,
  "e_above_lowest_kj_mol": 185.7,
  "homo_ev": -9.52,
  "species": ["C", "C", "N", "C", "C", "C", "O", "H", "H", "H", "H", "H", "H", "H", "H", "H"],
  "positions_angstrom": [[0.475, 1.683, 0.148], [0.138, 0.586, -0.830], [1.226, -0.298, -1.250], [0.114, -0.859, -0.484], [0.426, -1.405, 0.888], [-2.849, -0.232, 0.277], [-2.712, 0.371, 1.231], [1.239, 1.355, 0.857], [0.867, 2.560, -0.380], [-0.414, 1.992, 0.710], [-0.572, 0.885, -1.605], [1.148, -0.534, -2.235], [-0.615, -1.451, -1.042], [1.215, -0.823, 1.370], [0.774, -2.441, 0.813], [-0.461, -1.390, 1.532]],
  "nbo_charge": [-0.621, -0.086, -0.602, -0.090, -0.621, 0.509, -0.507, 0.217, 0.215, 0.211, 0.189, 0.353, 0.194, 0.218, 0.216, 0.207]
}


Entry 15:
{
  "formula": "C5H9NO",
  "method": "ωB97M-V/def2-TZVPD",
  "smiles": "C[C@H]1N[C@H]1CC=O",
  "orbital_gap_ev": 10.46,
  "e_above_lowest_kj_mol": 244.3,
  "homo_ev": -9.56,
  "species": ["C", "C", "N", "C", "C", "C", "O", "H", "H", "H", "H", "H", "H", "H", "H", "H"],
  "positions_angstrom": [[-1.096, -0.768, 0.893], [-1.198, 0.180, -0.290], [-0.597, 1.522, -0.182], [-0.008, 0.546, -1.091], [1.336, -0.017, -0.676], [1.474, -0.317, 0.803], [1.910, -1.359, 1.243], [-1.335, -0.257, 1.829], [-1.732, -1.634, 0.734], [-0.132, -1.248, 1.043], [-2.155, 0.142, -0.806], [-1.158, 2.203, -0.694], [-0.139, 0.709, -2.161], [2.127, 0.715, -0.877], [1.544, -0.932, -1.236], [1.158, 0.515, 1.466]],
  "nbo_charge": [-0.647, -0.081, -0.610, -0.074, -0.525, 0.438, -0.552, 0.223, 0.223, 0.240, 0.198, 0.359, 0.203, 0.237, 0.230, 0.138]
}


Entry 16:
{
  "formula": "C5H9NO",
  "method": "ωB97M-V/def2-TZVPD",
  "orbital_gap_ev": 7.83,
  "e_above_lowest_kj_mol": 486.6,
  "homo_ev": -7.37,
  "species": ["C", "C", "C", "N", "C", "C", "O", "H", "H", "H", "H", "H", "H", "H", "H", "H"],
  "positions_angstrom": [[2.075, -0.479, 0.251], [0.992, 0.527, -0.111], [-0.124, 0.086, -1.084], [-1.149, 0.399, -0.045], [-2.522, -0.322, 0.316], [-0.121, 0.694, 0.924], [-0.198, 0.898, 2.095], [1.640, -1.454, 0.495], [2.637, -0.134, 1.124], [2.775, -0.613, -0.579], [1.429, 1.498, -0.374], [-0.248, 0.668, -1.999], [-0.138, -0.986, -1.303], [-1.984, 1.080, -0.052], [-2.805, -0.732, -0.660], [-2.258, -1.133, 1.004]],
  "nbo_charge": [-0.604, -0.330, -0.210, -0.554, -0.715, 0.721, -0.487, 0.215, 0.231, 0.219, 0.237, 0.213, 0.211, 0.517, 0.162, 0.173]
}